(1)
64
Properties=species:S:1:pos:R:3:forces:R:3 method="wB97M-V/def2-TZVPD" charge=-1 orbital_gap_ev="6.5 / 7.8" e_homo_ev="-4.588 / -5.928" multiplicity=4 largest_force_ev_per_a=1.9
H 1.2967 1.5041 0.1842 0.15 0.59 0.37
B 0.7002 0.4998 0.4002 1.04 -0.76 -0.97
N 1.9368 0.3772 -5.0143 0.39 -0.29 0.09
H -1.0483 -2.2924 -3.1443 0.08 0.02 -0.04
H 1.5917 1.9778 -2.2466 0.11 0.18 -0.45
N 1.5904 0.9759 3.3124 0.46 -0.36 0.01
C -1.3332 -1.9370 4.5908 -0.08 -0.06 -0.45
H -0.5895 4.7235 -2.1802 -0.28 0.72 0.20
H 2.8938 -0.2668 1.6927 0.30 -0.05 -0.05
H -1.1989 4.1531 2.4885 0.19 0.57 -0.13
H -3.6050 -2.1664 1.9955 0.23 -0.13 0.27
H 4.1863 -0.8221 2.7195 0.01 -0.02 0.22
O -2.7113 0.4906 0.6421 0.51 0.02 -0.17
H -0.7748 -1.6384 -1.5651 0.07 0.10 -0.02
B -0.0391 3.8879 -1.5311 -0.07 0.13 -0.95
H -0.1830 2.8212 1.4646 1.44 -0.04 -0.42
H 1.9472 -3.4686 -0.2647 0.04 -0.14 -0.19
B -1.0448 2.9999 2.2296 -0.48 0.72 0.62
N 3.3958 -0.2296 2.5678 -0.38 0.17 -0.40
O -1.4933 0.6808 -2.1469 -0.74 0.45 0.56
H 1.2342 0.9890 2.3606 -0.09 0.39 0.48
H 1.5303 -1.8114 -0.5141 0.29 0.04 0.12
H -2.6141 -0.9883 2.7272 0.13 0.25 -0.09
H -4.3988 -2.0643 -0.0483 0.02 -0.04 -0.20
H 0.2636 -1.1557 3.5824 0.03 0.06 -0.01
H 1.4641 -0.3683 0.6505 0.33 -0.51 0.39
C -1.5539 -0.2902 -2.8764 1.11 -0.11 -0.64
H -2.6178 -0.4823 5.2349 -0.03 -0.05 0.12
H 1.0373 3.7263 -2.0004 0.63 -0.11 0.22
H -0.9666 -0.0008 3.9119 0.24 0.13 0.00
H -0.7117 2.9766 -1.8332 -0.74 -1.53 -0.75
H 0.2670 0.1791 -0.6347 -0.44 -0.39 -1.20
O 3.1575 0.2400 4.7874 -0.05 -0.01 -0.26
O -1.0273 -3.1128 4.5176 -0.07 -0.09 0.24
H 3.2009 -3.7594 -3.6398 0.26 0.04 0.05
H 2.4568 0.5121 -2.6926 -0.43 0.22 0.29
H -0.2030 0.5019 1.1290 -0.62 0.11 1.16
N 1.9146 -2.6778 -0.8808 -0.34 0.22 0.26
N -2.9641 -1.3995 1.8828 -0.56 -0.54 -0.53
H -0.1429 3.9395 -0.3789 0.26 0.72 1.54
N -1.9686 -0.1678 -4.1775 -0.37 -0.01 0.49
H 1.0935 1.3615 4.0921 -0.20 0.29 -0.23
O 1.2968 2.5563 -4.7993 0.28 -0.10 -0.18
H -1.9382 0.7700 -4.5395 -0.03 -0.04 -0.14
H 2.9790 -4.5620 -2.0945 0.06 -0.27 -0.36
N -2.5144 -1.4793 5.1393 -0.26 1.04 -0.04
O 2.5689 -1.5043 -2.6774 -0.03 -0.63 -0.31
H -1.9954 -0.9579 -4.7915 0.19 0.10 -0.17
C -3.1487 -0.6474 0.7667 -0.16 0.99 -0.07
H -4.0502 -0.7265 -1.0853 0.10 0.23 0.07
C 2.4760 -2.5893 -2.1115 0.05 0.61 -0.26
N 2.8833 -3.7626 -2.6914 -0.29 0.03 0.63
H -3.2629 -2.0152 5.5308 0.40 -0.61 -0.03
N -0.5873 -0.9228 4.0618 -0.26 -0.28 0.26
N -3.9044 -1.2086 -0.2192 -0.10 -0.63 0.25
C 2.7355 0.3235 3.6336 0.34 -0.08 0.57
N -1.1090 -1.5234 -2.5065 -0.50 -0.08 0.28
N 1.9532 1.3486 -2.9555 0.57 -0.22 -0.21
H -0.9566 2.4325 3.2823 0.14 -0.80 0.28
H 1.8175 0.3644 -6.0067 -0.02 0.26 -0.03
C 1.7395 1.5392 -4.2876 -1.11 0.02 0.39
V -1.0811 1.9498 -0.1671 -0.12 0.05 0.09
H 2.1308 -0.4764 -4.5175 0.04 -0.03 -0.09
H -2.0010 2.6736 1.6417 -1.69 -0.44 -0.52

=====

(2)
56
Properties=species:S:1:pos:R:3:forces:R:3 method="wB97M-V/def2-TZVPD" charge=+1 orbital_gap_ev=9.9 e_homo_ev=-12.120 de_lowest_kj_mol=111.0 largest_force_ev_per_a=2.3
C 2.3579 2.2487 2.0486 1.49 0.17 -0.87
O 3.2878 -0.3841 -0.1693 -0.28 0.40 0.43
N 1.3489 1.2310 1.8766 -0.27 0.49 0.17
H -0.2013 -2.0841 -2.8407 -0.19 0.61 -0.82
O 2.9857 -1.3344 2.7901 -0.02 -0.08 0.19
H -0.2246 -0.4851 -4.9861 0.39 -0.25 -0.38
H -0.2402 -3.6292 -2.7882 0.04 0.36 0.11
C -3.1004 -0.0380 2.8146 0.74 -0.35 -0.07
H -0.0466 -0.7165 2.6418 -0.53 -0.37 -0.45
O -0.3078 -2.8269 -2.2516 0.13 -0.86 0.46
H 4.1940 -0.0886 -0.1386 0.43 0.11 -0.13
H -0.1607 2.2925 2.9084 -0.12 -0.07 -0.50
H 0.5646 -1.9401 -0.7965 -0.65 -0.14 0.33
H -3.3443 0.2232 0.6498 -0.05 0.28 -0.36
H 0.4329 3.3661 0.3586 -0.13 0.02 -0.06
O 0.0812 2.4384 -3.7275 -0.29 0.21 -0.20
H -2.2508 -2.3902 -0.9564 0.08 -0.08 -0.32
H -2.4395 -0.2779 -2.5943 -0.15 -0.01 0.24
H -1.7354 -0.7284 4.2744 0.24 -0.31 0.34
H -0.6345 3.0845 -3.6876 0.07 -0.05 -0.05
C 0.3261 1.3076 2.8928 -0.17 -0.13 0.64
H 1.7660 0.3036 1.8931 -0.41 0.45 -0.11
H 3.2420 -1.0504 -0.8539 0.32 -0.49 -0.46
H 3.0507 -0.5616 2.2269 0.38 -0.08 -0.19
O 0.9711 0.7835 -1.8516 0.59 -0.21 -0.32
H -0.9841 -0.1600 0.5591 -0.34 -0.92 0.65
H 2.6279 -3.9318 -1.6185 -0.08 0.27 -0.36
N -1.3145 0.4498 1.3285 0.54 0.44 -2.17
H 0.8280 2.9202 -1.0318 -0.10 -0.41 -0.48
H 2.2308 3.2317 1.5736 -1.16 -0.07 0.32
H -3.1378 -1.1240 2.7096 -0.63 0.07 -0.45
H 0.7524 2.8353 -4.2908 -0.01 0.03 -0.04
H -1.0984 0.2994 -4.0864 -0.18 -0.06 0.28
O -2.9504 -2.0180 -1.5066 -0.17 0.31 0.38
O -2.5538 0.6861 -2.6009 -0.14 -0.05 -0.04
H 3.8725 -1.7058 2.7571 0.01 -0.13 0.11
O 0.6328 -1.3090 -0.0509 0.44 -0.49 -0.44
H 2.7653 -3.8264 -0.1501 -0.10 0.47 0.17
O -0.9285 -0.6182 -4.3544 0.10 0.18 0.14
H 1.3720 0.7038 -0.9798 -0.21 -0.11 0.05
H 1.5946 -1.1644 -0.1286 -0.70 0.30 0.83
H -0.9088 1.2958 0.8831 0.06 0.20 0.58
O 2.5617 -3.2727 -0.9185 0.34 -0.62 0.15
H 0.6990 1.2392 3.9287 0.17 -0.33 -0.10
O 0.1284 2.8242 -0.3798 -0.31 0.62 0.72
H 2.6523 2.4137 3.0880 0.12 -0.04 0.02
H -3.1721 -2.7160 -2.1262 0.03 -0.14 -0.10
H -1.8470 0.9756 4.3524 0.16 0.34 -0.41
H -3.4177 0.7954 -3.0198 0.14 0.12 0.12
C -1.8145 0.1431 3.6475 -0.67 -0.23 0.43
C -2.8066 0.6471 1.4837 0.77 -0.54 1.05
H -4.0188 0.3309 3.2611 0.06 -0.05 0.14
H 0.0511 0.5207 -1.7442 0.10 0.19 0.00
H -2.8906 1.7155 1.6246 -0.57 0.24 -0.41
H 3.2257 1.9734 1.4363 0.20 -0.45 0.53
C -0.6687 0.1775 2.6468 0.50 1.26 0.70

=====

(3)
58
Properties=species:S:1:pos:R:3:forces:R:3 method="wB97M-V/def2-TZVPD" orbital_gap_ev=8.2 e_homo_ev=-8.269 de_lowest_kj_mol=433.6 largest_force_ev_per_a=8.1
H -1.5423 -4.3643 -2.0239 -4.30 1.04 0.26
H -1.5989 -1.6658 -1.5272 1.84 0.56 0.13
H 2.7708 0.2634 2.9076 -0.61 0.26 -0.82
O 2.5100 2.9261 -3.0496 1.22 -0.95 -0.41
H 1.5047 0.3740 -1.7645 0.11 0.79 0.47
H -3.0011 -2.7588 0.2210 -0.54 1.98 -1.04
O -1.7233 -3.4284 1.1343 -3.42 -1.75 -0.74
H 2.0003 -3.3555 -2.1358 0.77 1.28 -0.55
H -0.3921 0.6414 -2.6445 -0.24 -0.77 -0.02
N -0.4812 1.5276 0.9669 2.12 -0.26 0.55
H -2.3280 1.8452 -2.5399 -0.56 0.87 1.44
C 0.1765 2.7194 0.6890 0.19 0.39 0.60
O 2.1051 -2.4841 -2.6119 0.82 -0.31 0.76
H -0.0189 2.0600 -2.5101 0.60 0.01 -0.18
O 2.3896 -4.4972 -0.4441 -0.44 3.43 0.58
H -1.6213 1.7958 3.9361 2.31 -0.64 0.40
H 2.9646 -2.0842 -2.2844 -1.63 -0.96 -0.41
O -0.6820 -4.6188 -2.0362 4.18 -0.71 -0.49
H 0.6220 -1.9658 0.1619 1.13 0.37 0.24
H 1.5918 4.2568 1.2271 0.09 -2.37 -0.39
C -1.7218 2.6098 -0.5342 1.86 -1.58 1.19
H 0.8048 -1.7342 2.1760 0.23 0.27 -0.22
H 3.4752 2.7819 -3.0108 -0.38 0.80 0.21
H 1.9942 -3.5719 -0.2272 1.97 -1.36 0.07
C 1.5197 3.0847 1.1587 -3.38 3.30 6.64
H 1.5355 -4.8348 -0.6061 -1.63 -1.99 -0.52
O -0.1906 0.9940 3.9374 -2.39 -1.89 1.00
H -2.8003 3.4757 -1.9919 -1.19 1.09 -0.94
H -1.2698 -3.7962 0.4038 1.14 -0.49 -0.89
H 2.3609 0.6910 1.4490 0.38 -0.18 -0.06
O -0.1089 -1.9261 2.4069 2.12 -4.55 -4.59
H 1.3787 1.3823 -0.5993 -0.78 0.67 -0.24
H 2.2925 2.0104 -3.2960 -0.79 0.44 0.14
O 2.0539 0.6527 2.3598 0.66 -0.89 1.00
O -2.4817 2.1299 3.9074 -2.98 0.58 -0.65
H -0.4036 -1.3943 3.0135 -2.33 4.87 5.55
H -0.1496 -1.8466 -2.2442 -0.35 0.40 0.64
C -1.5665 1.4357 0.1795 -1.31 -1.76 0.32
C -0.5664 3.5108 -0.1164 -3.53 -4.32 -1.20
O 1.9933 0.8020 -1.0295 1.07 -1.66 0.48
H 1.5553 2.6832 2.3039 0.45 1.46 -2.70
H -1.1842 -2.9007 1.6682 2.01 1.48 1.25
H 1.4426 -0.7041 0.0222 0.88 -1.87 0.51
H -3.6016 2.0224 -1.1307 0.92 0.90 -1.59
H -2.8686 1.5483 3.2339 -0.23 0.47 0.26
H 2.2763 2.6703 0.6744 3.44 -1.54 -2.28
O 1.5352 -1.6497 0.4191 -1.70 1.31 -1.24
H -0.5495 4.5263 -0.2709 0.70 1.97 -0.69
O 0.3222 1.2309 -2.8938 -0.96 0.56 -0.29
O -3.3086 -2.1567 -0.5628 1.35 -2.42 -0.15
H 0.3854 1.4048 3.3731 2.44 1.59 -2.47
C -2.6852 2.4866 -1.6503 -0.74 -0.96 0.11
H -0.1508 0.7577 1.5765 -0.13 0.93 -0.85
O -0.6298 -1.3357 -1.5549 -1.52 -0.88 -0.56
H -3.7500 -1.3597 -0.3458 -0.65 0.77 0.92
H 0.2700 0.9706 4.7460 0.70 -0.19 1.78
H -2.0994 0.3759 0.2396 0.84 2.75 -0.58
H -0.3553 -4.2141 -2.8560 0.13 -0.33 0.27

=====

(4)
57
Properties=species:S:1:pos:R:3:forces:R:3 method="wB97M-V/def2-TZVPD" orbital_gap_ev=9.2 e_homo_ev=-9.636 de_lowest_kj_mol=247.6 largest_force_ev_per_a=10.5
H 47.1330 31.1300 40.8360 -0.29 -0.68 -0.23
H 50.5780 30.2430 43.4880 -0.24 1.16 1.25
H 45.8890 32.1690 42.0880 0.86 -0.72 -2.19
O 50.7300 30.8470 44.2620 2.61 -2.31 -1.44
H 48.6900 25.9540 42.8660 -2.12 -5.04 -4.70
H 48.8750 29.0920 39.9870 -2.30 -1.69 1.75
H 46.7600 28.1170 43.1360 0.28 -0.23 0.17
O 45.6040 32.5970 42.8560 -1.41 0.80 2.28
H 48.1080 25.5730 46.5440 -0.19 0.92 1.38
O 44.0790 27.9260 39.6160 4.14 2.20 -1.68
C 47.5130 27.7400 46.4260 0.17 1.97 0.87
H 46.1730 26.1950 44.6280 -0.66 0.14 -1.33
H 48.8350 27.0680 43.1610 -0.15 5.28 -0.18
H 45.9190 29.2380 41.8410 1.32 0.40 0.14
H 50.2330 25.3470 40.1400 1.64 3.72 -0.02
O 45.4620 23.5740 44.5640 -1.16 -1.45 0.34
H 50.1920 30.5420 47.7300 0.52 0.96 -0.74
O 50.7420 26.2920 40.1630 -4.19 -0.88 -0.23
H 49.6390 30.1640 39.6700 0.69 -0.21 -1.11
H 49.6400 29.5710 48.8340 3.59 -6.68 7.30
O 45.6840 30.5300 44.7260 1.13 -2.15 -2.27
C 46.3370 25.6490 45.5180 7.09 -2.18 -6.43
H 46.8840 27.9630 47.2760 -0.62 -1.40 0.53
C 46.5010 24.1020 45.3340 0.47 1.45 -1.88
H 46.3080 33.1680 43.1530 0.27 0.19 -0.02
H 49.9750 31.3200 44.4780 -2.47 1.08 0.22
H 47.4350 23.8630 44.8500 0.78 0.21 -0.55
H 49.4360 28.5060 45.8390 -0.56 0.62 2.97
H 46.0590 29.6860 44.2300 -1.12 2.57 1.30
H 47.8280 32.3040 41.2590 2.66 1.37 2.25
H 44.7440 27.4280 39.0240 -1.80 0.61 1.37
O 47.1960 32.0710 40.6530 -2.12 -1.07 -2.16
H 44.1900 28.6010 42.7570 0.84 0.60 -0.31
H 46.6750 23.8130 46.3180 -0.58 -1.65 2.13
H 44.5010 21.8660 43.6890 1.00 0.87 -0.57
O 43.4520 28.1510 42.3820 -1.36 -1.10 3.99
H 47.9200 29.6540 42.6310 -0.18 0.10 -0.43
O 48.3900 29.6150 47.5330 -1.41 -1.87 -3.08
H 44.6820 28.8060 39.6790 -2.30 -2.73 0.17
C 45.4650 22.1280 44.1680 1.98 0.83 0.49
H 48.2950 26.2240 45.1920 -0.22 0.67 -1.08
H 49.9880 27.0440 40.0530 2.56 -2.76 0.20
H 45.6690 25.8400 46.1170 -6.86 1.98 6.48
B 47.0890 28.8520 42.2070 -0.89 -1.13 -1.17
C 48.8510 28.4340 46.9170 1.27 -1.66 -1.57
H 43.3860 28.2060 41.4810 0.45 0.34 -3.43
H 46.9740 28.4910 45.7020 1.45 -2.08 0.33
H 48.7440 31.0740 48.7800 1.45 -0.91 -0.31
H 45.6020 31.1700 43.9580 0.01 -0.55 1.11
O 49.0140 26.2950 43.6100 2.22 -0.11 4.78
H 49.5580 27.8240 47.7470 -1.94 1.10 -2.31
N 47.6360 26.2850 45.9790 -0.32 -0.28 0.10
O 49.4630 29.2730 39.2990 1.42 1.79 -0.50
H 45.4810 21.3850 44.9650 0.06 0.58 0.96
C 49.3360 30.2350 48.2880 -3.42 7.86 -3.98
H 46.4950 21.9360 43.6750 -2.05 0.25 -0.16
H 47.4770 28.0680 41.1960 -0.04 0.90 1.23

=====

(5)
57
Properties=species:S:1:pos:R:3:forces:R:3 method="wB97M-V/def2-TZVPD" orbital_gap_ev=10.6 e_homo_ev=-10.401 de_lowest_kj_mol=247.3 largest_force_ev_per_a=2.7
O 9.6596 11.2220 12.7011 1.32 -1.22 -1.34
O 5.8087 10.6833 9.5782 -0.45 -0.21 0.68
H 10.9526 7.4216 10.8735 -0.49 0.20 -0.59
O 6.7802 8.2474 10.8105 0.44 0.55 -0.43
C 7.8045 14.6404 7.6492 -1.84 1.96 -0.13
H 9.4343 9.8689 6.3227 -0.31 0.07 0.27
H 10.4760 6.9313 6.3937 0.48 0.26 -0.04
O 8.8863 14.5955 8.5413 0.15 -0.30 -0.40
H 9.2006 7.3578 13.2105 0.37 -0.72 0.02
H 9.7115 7.0811 9.5470 0.21 -0.57 0.11
H 5.8622 8.1906 11.0624 -0.54 -0.16 0.31
C 8.5653 6.4448 13.2062 -0.65 2.34 -0.98
H 9.5818 8.5598 10.4007 0.15 -0.24 0.57
C 14.5199 8.7225 8.1156 0.44 -0.23 -0.37
H 15.3749 8.3242 8.6596 0.37 -0.31 -0.56
C 10.3125 7.8207 10.0596 0.28 1.41 -0.86
H 9.1405 4.5395 12.7478 -0.60 0.64 -0.08
H 12.9474 10.8575 8.3845 -0.83 0.13 -0.45
H 6.2251 8.0464 8.7691 0.13 -0.07 -0.09
H 15.0662 10.5170 7.4816 0.21 -0.11 -0.21
H 8.6090 12.8026 9.2103 -0.03 0.23 -0.07
H 7.8264 15.5152 6.9530 0.27 -0.17 0.70
H 8.0199 6.5995 12.2675 0.10 -0.65 -0.08
H 10.0976 13.2524 5.3917 -0.69 0.01 -0.47
O 14.5680 10.1332 8.2008 -0.64 0.87 0.55
H 11.3913 12.0242 5.4540 -0.18 1.19 0.16
H 6.8988 14.7881 8.2726 0.34 -0.46 -0.59
H 6.8152 9.1749 10.4844 -0.07 -0.28 0.18
H 9.6103 10.3219 13.0433 -0.03 0.11 -0.08
C 11.1409 13.1220 5.5938 0.88 -1.30 -0.09
H 11.6206 12.8781 7.5535 -0.17 0.06 -1.04
H 14.4281 8.4352 7.0560 0.27 -0.37 0.53
O 11.1142 8.5137 9.0360 0.09 -2.31 0.62
H 7.0784 8.4431 7.5466 -0.58 0.20 0.11
H 11.6791 11.1010 10.5352 -0.43 0.31 0.37
H 11.7413 13.7216 4.8929 -0.21 -0.26 0.12
H 13.1888 11.8485 10.2401 0.83 0.12 -0.29
H 6.4319 11.4115 9.6991 0.31 -0.30 -0.55
O 6.1618 8.4514 7.8906 0.60 -0.07 -0.11
H 7.8247 6.7514 13.9753 0.32 -1.33 0.24
O 8.5805 10.0544 6.7481 0.49 0.38 0.74
H 11.4279 7.9146 7.0581 -0.03 0.36 0.98
H 13.6761 8.3516 8.6662 -0.75 0.15 0.05
H 8.7953 10.5750 7.5596 -0.17 -0.53 -0.82
O 12.0487 11.2645 8.5316 1.53 -0.05 0.40
H 11.7342 12.8188 9.8596 0.28 -0.97 0.40
H 5.9857 10.1430 8.7894 0.23 0.42 -0.17
O 8.3973 11.9890 9.6972 0.25 0.10 0.06
O 11.3228 7.3922 6.2713 -0.50 -0.59 -0.81
C 12.1860 11.7915 9.8680 -1.51 0.60 -0.37
H 9.6202 14.5863 7.9289 1.27 -0.17 0.17
H 9.0958 11.7253 13.2342 -1.33 1.17 1.32
H 7.7183 13.8267 6.9550 -0.04 -1.08 0.12
O 11.3840 13.5782 6.8998 0.22 0.21 1.37
H 8.8677 12.1220 10.5327 -0.08 -0.34 0.02
O 9.3338 5.2889 13.3208 0.50 -0.26 0.85
H 10.9345 9.4305 9.0735 -0.17 1.60 0.05

=====

(6)
58
Properties=species:S:1:pos:R:3:forces:R:3 method="wB97M-V/def2-TZVPD" charge=+1 orbital_gap_ev=9.9 e_homo_ev=-12.321 de_lowest_kj_mol=627.2 largest_force_ev_per_a=6.2
H 1.5487 -0.7627 -3.6312 -0.19 1.26 -0.50
H 2.3094 0.5588 -1.0470 -1.88 -1.93 -0.78
H -0.5327 3.8601 -3.3215 0.37 0.05 1.25
H -1.1884 0.0815 1.2050 1.08 -0.44 -1.58
C 0.1386 -0.4288 -1.4246 1.08 1.33 -0.26
C -0.3080 -0.5872 0.9654 -0.97 0.89 3.74
H 3.2196 1.7008 2.2579 1.50 1.06 2.08
O 0.4570 0.3063 4.3977 4.51 -2.06 0.01
C 1.6927 -0.2779 -1.6835 2.02 0.79 2.15
N -0.3646 -1.4789 2.2675 2.96 -2.65 0.54
O -3.6099 0.3143 0.1200 -0.24 0.02 -0.85
H 1.8839 2.7026 0.9754 0.00 -0.49 -0.18
H 1.4238 1.1032 -3.4429 -0.23 -0.50 0.31
H -1.5999 -2.9305 3.3602 0.22 -0.16 0.94
H -0.0956 0.9976 4.2588 -3.27 3.44 -0.46
O 2.8702 1.1512 1.6130 -1.58 -1.39 -2.00
H -2.3465 3.0160 -2.4217 1.58 3.95 -0.19
O -1.9322 -0.1982 -3.5355 2.18 1.92 0.84
H -0.5879 2.6834 2.8490 0.53 0.15 -0.20
H 1.1112 -4.0253 -3.2052 -0.11 -1.23 -0.80
H -1.0496 -3.3779 1.6861 -0.96 0.61 0.95
H -2.3194 0.5929 -3.1031 0.03 -0.16 -0.49
O 0.2946 3.0068 3.1249 -1.05 0.87 0.47
O 1.2561 2.7196 0.2546 -0.87 -2.16 -2.77
C -1.4554 -2.5753 2.3724 1.40 0.62 -3.06
H -0.0316 -3.0060 -2.8621 -0.51 -0.28 -0.45
H -2.0409 1.7688 -1.5438 0.38 0.75 0.36
H -2.6033 -0.7716 -3.7543 -2.51 -1.80 -0.83
H -2.4063 0.3854 2.5105 -1.50 3.04 -0.24
H 1.3116 0.8103 4.2010 -1.32 -1.38 0.41
H -0.3468 -0.7371 -2.3628 0.43 0.13 0.37
H 1.7618 -2.3487 -1.5689 0.65 0.05 -0.33
O -2.6946 1.3588 2.2920 1.66 -2.14 0.98
O 2.1421 -2.3861 1.4520 3.24 -0.56 0.65
H -3.8742 -0.6248 0.2774 -0.43 1.55 -1.11
O -2.5468 2.1614 -2.2515 -2.83 -5.49 0.35
H 2.9180 0.2014 -3.3892 1.47 0.37 -0.01
H -0.2172 -1.0543 3.2050 -0.54 1.16 -0.76
H 1.3396 1.8155 -0.2905 0.17 3.12 2.29
H -0.2446 0.6591 -1.2840 0.33 -1.86 0.12
H -4.0813 0.8422 -0.5990 0.51 -1.86 1.30
C -0.2598 -1.4005 -0.2941 -4.01 2.84 -1.35
C 1.9015 0.1705 -3.1139 -1.08 -2.33 -0.60
H 3.2225 -1.7379 -1.8331 2.36 -0.20 -1.58
H 0.7102 -1.9350 2.2561 -2.79 0.40 -0.39
H -1.2006 -1.9759 -0.6464 0.90 1.36 1.08
H 0.0938 3.9400 3.3868 0.43 -1.11 -0.28
H 0.6462 -0.0047 1.1697 -1.15 -0.52 -0.67
N 2.4266 -1.6219 -1.3125 -3.92 2.50 1.67
H 0.0581 3.8364 -1.8313 1.10 0.11 0.30
H 3.1784 -2.5854 1.5817 -3.71 0.66 -0.50
H 2.0513 -2.1004 0.5104 0.95 0.02 -0.09
H -2.4147 -2.1845 1.9658 0.73 -0.17 0.26
H 3.2370 0.2717 1.5997 0.53 -0.15 0.39
H 0.3778 -2.1440 -0.1350 2.97 -3.01 0.24
O 0.8889 -3.2295 -2.7645 -0.03 0.92 0.68
H -3.3928 1.6411 2.8947 0.04 -0.46 0.12
O -0.7254 3.8335 -2.3576 -0.65 0.52 -1.55